[1]
Below is a molecular structure, C24H60F2N5O12S2Sn at a distorted geometry, with properties calculated with ωB97M-V/def2-TZVPD.

Computed properties:
* charge: +1
* HOMO energy: -9.08 eV
* HOMO-LUMO gap: 4.73 eV
* maximum force: 7.622 eV/A

The geometry in XYZ format:
```
106
C24H60F2N5O12S2Sn ωB97M-V/def2-TZVPD
Sn -1.540 4.203 2.117
N -1.255 1.383 1.810
S -0.384 0.424 0.945
O -0.892 -0.478 -0.027
O 0.807 0.067 1.677
F 0.325 1.540 -0.011
S -2.583 0.408 1.989
O -2.387 -0.565 3.017
O -3.438 0.129 0.837
F -3.489 1.570 2.638
C 3.082 -8.079 -3.315
O 2.452 -7.143 -2.487
C 1.102 -7.384 -2.206
C 0.423 -6.249 -1.422
N 0.687 -6.493 0.020
C -0.099 -5.574 0.812
C 0.235 -4.027 0.699
O -0.377 -3.424 -0.454
C -1.762 -3.276 -0.363
H 4.127 -7.786 -3.225
H 2.630 -8.343 -4.273
H 3.093 -9.009 -2.726
H 0.941 -8.293 -1.620
H 0.746 -7.387 -3.245
H -0.649 -6.343 -1.586
H 0.788 -5.254 -1.678
H 1.584 -6.674 0.439
H 0.057 -5.825 1.866
H -1.167 -5.760 0.684
H 1.307 -3.854 0.662
H -0.177 -3.557 1.597
H -2.114 -2.914 0.605
H -2.399 -4.086 -0.735
H -2.041 -2.524 -1.106
C -5.370 5.349 1.061
O -4.693 4.135 1.252
C -4.669 3.182 0.208
C -4.001 3.759 -1.040
N -2.551 3.762 -0.764
C -1.823 4.719 -1.625
C -0.333 4.608 -1.342
O 0.028 5.408 -0.169
C 0.175 6.797 -0.420
H -5.354 5.932 1.982
H -6.439 5.288 0.835
H -4.942 5.983 0.281
H -5.609 2.652 0.041
H -3.999 2.434 0.627
H -4.397 4.653 -1.521
H -4.129 3.065 -1.878
H -2.178 2.860 -1.041
H -2.122 5.758 -1.466
H -2.000 4.646 -2.702
H 0.330 4.840 -2.172
H -0.259 3.577 -0.991
H -0.762 7.301 -0.678
H 0.796 7.035 -1.288
H 0.595 7.370 0.405
C 1.608 4.115 0.865
O 0.687 4.137 1.965
C 1.475 3.821 3.136
C 0.581 3.801 4.367
N -0.551 2.922 4.071
C -1.443 2.579 5.172
C -2.357 3.720 5.585
O -3.216 3.877 4.480
C -4.597 3.977 4.818
H 1.100 4.616 0.039
H 1.670 3.085 0.508
H 2.574 4.596 1.004
H 2.285 4.549 3.177
H 1.909 2.818 3.100
H 0.334 4.770 4.803
H 1.190 3.353 5.161
H -0.201 2.077 3.634
H -0.934 2.313 6.105
H -2.154 1.781 4.958
H -1.789 4.638 5.761
H -2.886 3.429 6.491
H -5.093 4.502 4.003
H -4.677 4.596 5.714
H -5.109 3.041 5.043
C 3.516 -5.023 -7.102
O 3.902 -4.977 -5.708
C 3.172 -4.016 -4.957
C 3.810 -3.848 -3.560
N 2.964 -3.035 -2.693
C 3.249 -3.045 -1.261
C 4.528 -2.243 -0.895
O 4.448 -0.845 -1.121
C 3.550 -0.170 -0.336
H 2.638 -5.580 -7.434
H 4.436 -5.495 -7.445
H 3.383 -3.990 -7.429
H 2.162 -4.372 -4.718
H 3.007 -3.081 -5.501
H 4.746 -3.334 -3.802
H 3.991 -4.854 -3.185
H 2.488 -2.247 -3.094
H 3.209 -4.076 -0.901
H 2.371 -2.671 -0.729
H 5.435 -2.646 -1.346
H 4.787 -2.348 0.167
H 3.681 0.910 -0.460
H 3.657 -0.333 0.741
H 2.537 -0.330 -0.723
```


[2]
Below is a molecular structure, C18H29As2AuN3O8S2 at a distorted geometry, with properties calculated with ωB97M-V/def2-TZVPD.

Computed properties:
* charge: +1
* energy relative to the best compared isomer or geometry (same formula, charge and spin): 3.2 kJ/mol
* HOMO energy: -12.19 eV
* HOMO-LUMO gap: 8.33 eV
* maximum force: 1.202 eV/A

The geometry in XYZ format:
```
63
C18H29As2AuN3O8S2 ωB97M-V/def2-TZVPD
Au 0.921 -0.244 0.947
C 2.498 -4.722 1.195
As 2.044 -2.887 1.596
C 1.780 -2.933 3.493
C 3.758 -1.998 1.273
C 4.742 -2.776 0.676
C 6.062 -2.342 0.688
C 6.405 -1.156 1.311
C 5.418 -0.359 1.873
C 4.088 -0.759 1.832
As 2.692 0.488 2.232
C 2.417 0.720 4.119
C 3.409 2.192 1.701
H 3.373 -5.041 1.757
H 2.659 -4.837 0.126
H 1.632 -5.310 1.489
H 2.697 -3.274 3.973
H 0.975 -3.646 3.659
H 1.484 -1.965 3.881
H 4.501 -3.710 0.194
H 6.822 -2.943 0.208
H 7.436 -0.830 1.333
H 5.690 0.593 2.311
H 3.365 0.905 4.622
H 1.925 -0.135 4.571
H 1.779 1.597 4.221
H 4.197 2.502 2.385
H 2.593 2.912 1.734
H 3.799 2.129 0.688
O 1.368 -2.743 -0.855
S 0.004 -2.730 -0.329
O -0.955 -3.618 -0.877
O 0.291 -3.140 1.214
O -0.511 -1.332 -0.191
C -7.550 0.501 -3.753
C -6.029 0.588 -3.744
S -5.502 1.672 -2.447
O -6.081 2.975 -2.650
O -5.677 1.005 -1.177
C -3.745 1.827 -2.682
C -3.232 2.784 -1.607
N -1.843 2.489 -1.246
C -1.482 1.691 -0.218
N -0.162 1.559 -0.160
C 0.356 2.291 -1.187
C -0.670 2.864 -1.865
N -0.582 3.683 -3.039
O -1.617 3.970 -3.611
O 0.533 4.005 -3.386
C -2.448 1.026 0.696
H -7.867 -0.168 -4.551
H -7.992 1.481 -3.925
H -7.921 0.110 -2.807
H -5.635 1.003 -4.673
H -5.562 -0.378 -3.546
H -3.538 2.198 -3.684
H -3.327 0.827 -2.554
H -3.815 2.666 -0.696
H -3.309 3.814 -1.934
H 1.407 2.363 -1.405
H -3.198 1.722 1.069
H -1.906 0.611 1.542
H -2.968 0.212 0.189
```


[3]
Below is 2 unconnected molecules or ions with the total composition C4H8 at a distorted geometry, with properties calculated with ωB97M-V/def2-TZVPD.

Computed properties:
* charge: 0
* energy relative to the best compared isomer or geometry (same formula, charge and spin): 162.9 kJ/mol
* HOMO energy: -9.98 eV
* HOMO-LUMO gap: 11.24 eV
* SMILES: C=C.C=C
* maximum force: 1.569 eV/A

The geometry in XYZ format:
```
12
C4H8 ωB97M-V/def2-TZVPD
C 2.087 0.354 -0.384
C 1.695 1.216 0.549
H 1.794 0.503 -1.419
H 2.948 -0.299 -0.304
H 0.814 1.824 0.396
H 2.143 1.188 1.534
C -2.407 -0.973 -0.472
C -1.357 -0.736 0.316
H -3.085 -1.801 -0.317
H -2.639 -0.215 -1.208
H -1.169 -1.222 1.262
H -0.823 0.161 0.047
```


[4]
Below is a molecular structure, C7H23Mn2O7 at a distorted geometry, with properties calculated with ωB97M-V/def2-TZVPD.

Computed properties:
* charge: +3
* HOMO energy (spin up / spin down): -16.63 / -16.62 eV
* HOMO-LUMO gap (spin up / spin down): 2.87 / 2.73 eV
* spin multiplicity: 11
* expectation value of S²: 30.007
* maximum force: 1.709 eV/A

The geometry in XYZ format:
```
39
C7H23Mn2O7 ωB97M-V/def2-TZVPD
Mn 1.365 2.207 -1.532
Mn -0.709 2.768 3.025
C -0.698 -0.521 1.158
C -0.149 0.797 0.762
O 0.817 0.814 -0.036
O -0.684 1.902 1.252
H -1.381 -0.935 0.399
H -1.329 -0.352 2.034
H 0.106 -1.204 1.426
C -2.961 -2.899 2.762
O -3.886 -1.989 2.131
H -3.477 -3.473 3.531
H -2.479 -3.603 2.087
H -2.191 -2.292 3.248
H -3.857 -1.187 2.654
C -1.793 2.837 -2.166
O -0.510 2.234 -2.543
H -1.667 3.810 -1.696
H -2.360 3.033 -3.074
H -2.324 2.155 -1.509
H -0.710 1.569 -3.220
C -2.954 -3.036 -1.289
O -3.250 -1.886 -0.512
H -3.076 -2.855 -2.356
H -1.911 -3.347 -1.143
H -3.623 -3.860 -1.034
H -3.530 -2.139 0.387
C 4.381 2.922 -1.222
O 3.238 2.282 -0.525
H 4.701 3.790 -0.656
H 5.151 2.168 -1.360
H 4.100 3.268 -2.220
H 3.487 2.244 0.407
C 4.344 -0.969 0.032
O 3.123 -0.939 0.761
H 4.253 -1.205 -1.033
H 4.938 -0.070 0.236
H 4.956 -1.789 0.408
H 2.550 -0.249 0.425
```